Entry 1:
17
Properties=species:S:1:pos:R:3 method="wB97M-V/def2-TZVPD" e_lumo_ha=0.1140 smiles=C[C@H](CS)NC[O-] total_charge=-1 multiplicity=1
C 0.799 -1.208 1.046
C 0.557 -0.349 -0.229
C 0.740 1.178 -0.394
S 2.288 1.899 0.378
N -0.716 -0.848 -1.050
C -1.962 0.003 -0.616
O -2.140 0.040 0.685
H 0.683 -2.290 0.829
H 1.814 -1.048 1.513
H -0.016 -0.886 1.769
H 1.360 -0.685 -0.930
H 0.594 1.376 -1.534
H -0.193 1.637 0.146
H 1.724 2.462 1.459
H -0.962 -1.791 -0.659
H -1.772 0.983 -1.177
H -2.797 -0.474 -1.235


Entry 2:
17
Properties=species:S:1:pos:R:3 method="wB97M-V/def2-TZVPD" e_lumo_ha=0.0374 total_charge=-1 multiplicity=1
C 1.369 0.353 -0.236
N 0.958 1.591 0.165
C -0.191 1.516 0.997
O -1.079 -0.898 1.877
C 0.391 -0.131 -1.388
C -0.508 -1.286 -0.895
S -0.845 -2.273 -2.305
H 1.374 -0.396 0.571
H 2.375 0.404 -0.677
H -0.882 0.697 0.723
H -0.725 2.454 1.101
H 0.102 1.199 2.016
H -0.227 0.634 -1.866
H 1.029 -0.507 -2.183
H -0.013 -1.748 -0.045
H -1.404 -0.905 -0.425
H -1.727 -0.703 2.571


Entry 3:
17
Properties=species:S:1:pos:R:3 method="wB97M-V/def2-TZVPD" e_lumo_ha=-0.3312 total_charge=+1 multiplicity=1
O -1.797 0.564 -0.347
C -0.572 0.368 -0.611
C 0.508 0.632 0.224
C 1.844 0.457 -0.517
C 2.969 0.280 0.490
S 4.459 -1.078 -0.052
N -5.641 -0.166 0.757
H -0.328 0.158 -1.712
H 0.408 0.904 1.294
H 1.693 -0.499 -1.111
H 1.955 1.339 -1.182
H 3.676 -0.571 1.045
H 3.662 1.115 0.340
H 3.983 -2.146 0.517
H -4.752 -0.548 0.416
H -5.771 0.092 -0.330
H -6.296 -0.901 0.778


Entry 4:
17
Properties=species:S:1:pos:R:3 method="wB97M-V/def2-TZVPD" e_lumo_ha=-0.1670 total_charge=+1 multiplicity=1
C 0.870 1.425 1.018
C -0.432 -0.024 0.392
C -2.169 -1.474 1.279
C 2.874 0.666 -3.340
N -1.277 -0.341 1.301
O -0.089 -0.612 -0.623
S 2.026 0.929 -2.001
H 0.811 2.174 0.288
H 1.709 0.715 0.967
H -1.830 -1.940 2.232
H -3.200 -1.285 1.470
H -2.100 -1.968 0.273
H 3.099 -0.393 -3.654
H 3.337 1.480 -3.798
H -1.264 0.211 2.075
H 0.786 -0.230 -1.080
H 0.677 1.533 2.112


Entry 5:
17
Properties=species:S:1:pos:R:3 method="wB97M-V/def2-TZVPD" e_lumo_ha=-0.1048 smiles="C[S@@]1(=O)=[NH+]CCC1" total_charge=+1 multiplicity=1
C -1.539 0.771 0.475
C -1.547 0.134 -0.907
C -0.359 0.182 1.232
C 2.113 -1.115 0.092
N -0.017 -0.088 -1.298
O 1.636 1.499 -0.095
S 0.946 0.256 -0.027
H -1.426 1.853 0.393
H -2.475 0.563 0.990
H -1.994 -0.858 -0.919
H -2.000 0.767 -1.664
H -0.060 0.750 2.107
H -0.516 -0.865 1.476
H 1.859 -1.715 0.959
H 3.110 -0.700 0.201
H 2.041 -1.711 -0.810
H 0.226 0.275 -2.206


Entry 6:
18
Properties=species:S:1:pos:R:3 method="wB97M-V/def2-TZVPD" e_lumo_ha=-0.1646 smiles="CSSC[C@@H]([NH3+])C=O" total_charge=+1 multiplicity=1
N 1.250 0.941 -2.588
C 0.432 1.125 -1.297
C -1.047 1.025 -1.674
O -1.524 2.125 -2.030
C 0.894 0.307 -0.139
S -0.308 -1.062 0.193
S -0.608 -0.995 2.163
C 1.042 -1.191 2.860
H 1.620 1.898 -2.849
H 0.604 0.545 -3.337
H 2.020 0.131 -2.539
H 0.508 2.174 -0.985
H -1.501 -0.036 -1.731
H 1.898 0.001 -0.245
H 0.872 1.034 0.742
H 1.047 -1.202 4.008
H 1.197 -2.271 2.429
H 1.891 -0.538 2.672


Looking at total energy for the records above, in order, we have -18681.7609, -18678.2642, -18667.2198, -18673.0309, -18674.9437, -29509.0940 eV.
Looking at energy relative to the best compared isomer or geometry (same formula, charge and spin) for the records above, in order, we have 3.3351, 6.8318, 9.8863, 4.0752, 2.1624, 1.8551 eV.
Looking at HOMO level for the records above, in order, we have -0.1061, -0.1275, -0.4740, -0.4961, -0.5645, -0.4367 hartree.